Arrangement 1

A single CH5N3OS molecule. Source: OMol25; level of theory: ωB97M-V/def2-TZVPD.

Element x y z (Å)
O1 0.85 -0.87 -1.13
C1 0.70 -0.49 0.16
N1 0.51 1.03 0.24
N2 -0.52 1.18 -0.60
S1 -1.75 -0.20 -0.17
N3 -0.49 -0.94 0.83
H1 0.20 -0.26 -1.62
H2 1.69 -0.83 0.67
H3 0.43 1.38 1.24
H4 -1.08 1.94 -0.50
H5 -0.54 -1.96 0.88

As for the spin multiplicity: 1. The orbital gap comes out at 8.6 eV. The LUMO energy is 0.510 eV.

***

Arrangement 2

A single CH5N3OS molecule. Source: OMol25; level of theory: ωB97M-V/def2-TZVPD.

Element x y z (Å)
H1 -0.12 2.34 -0.04
N1 0.50 1.57 -0.07
C1 0.09 0.40 -0.21
N2 -1.31 0.11 -0.31
O1 -1.65 -1.16 0.10
N3 0.88 -0.73 -0.23
S1 2.56 -0.52 -0.16
H2 -1.82 0.77 0.28
H3 -2.18 -1.54 -0.60
H4 0.39 -1.47 0.27
H5 2.65 0.23 0.97

As for the spin multiplicity: 1. The orbital gap comes out at 9.8 eV. The LUMO energy is 0.686 eV.

***

Of the structures shown above, arrangement 2 is the most stable.